--- w ---
Molecular formula: H10O5
Method: DFT, ωB97M-V with the def2-TZVPD basis set

Calculated values
SMILES: O.O.O.O.O

Element x y z (Å)
H: 0.795 -1.584 -0.008
H: -0.955 -2.360 1.527
H: 2.759 2.376 1.572
H: -0.809 -1.110 -4.140
H: 1.370 -0.470 -0.866
H: 3.112 0.903 1.693
H: -2.068 -1.741 0.699
H: -0.682 2.488 0.293
O: 2.636 1.527 1.133
O: -1.528 -0.749 -3.609
O: -1.900 -2.429 1.352
O: -0.548 2.338 1.236
H: -2.163 -1.471 -3.551
O: 1.162 -0.695 0.048
H: 0.066 3.033 1.499



--- x ---
Molecular formula: H10O5
Method: DFT, ωB97M-V with the def2-TZVPD basis set

Calculated values
SMILES: O.O.O.O.O

Element x y z (Å)
H: -1.076 2.080 0.968
O: 1.695 -1.749 -1.581
H: 2.623 -1.708 -1.686
H: 1.462 1.161 -2.024
H: 0.933 -0.296 -2.463
H: -0.365 -0.343 1.849
O: -1.999 1.898 1.225
H: -1.736 0.039 0.375
O: 0.812 0.669 -2.541
H: 0.388 -0.673 3.223
O: -1.313 -0.824 0.354
H: 1.717 -1.851 -0.626
H: -2.508 2.318 0.558
O: -0.017 0.028 2.638
H: -0.611 -0.753 -0.274



On energetic grounds, x is preferred over the next structure by 8.5 kcal/mol.



--- w ---
Molecular formula: H10O5
Method: DFT, ωB97M-V with the def2-TZVPD basis set

Calculated values
SMILES: O.O.O.O.O

Element x y z (Å)
H: 1.798 -0.150 -0.609
H: -1.593 3.136 0.736
O: -0.848 2.771 0.176
O: 2.603 0.230 -1.075
H: -0.198 -0.666 0.572
H: -1.072 -2.923 -1.588
O: -1.560 -2.039 -1.974
O: 0.143 -1.580 2.002
H: -1.113 -1.258 -1.533
H: 3.043 0.929 -0.589
H: 1.070 -1.337 1.968
H: -0.750 0.725 -0.038
H: -0.150 -1.022 2.715
O: -0.472 -0.117 -0.264
H: -0.897 3.303 -0.505



--- x ---
Molecular formula: H10O5
Method: DFT, ωB97M-V with the def2-TZVPD basis set

Calculated values
SMILES: O.O.O.O.O

Element x y z (Å)
O: -18.404 -16.984 26.168
O: -14.031 -14.546 28.323
H: -13.515 -14.511 27.508
O: -16.682 -14.984 27.425
H: -15.738 -14.974 27.665
H: -18.303 -12.789 25.984
H: -18.137 -17.273 25.290
H: -17.895 -16.169 26.330
O: -17.406 -12.977 25.679
H: -15.985 -15.534 30.102
O: -16.382 -15.968 30.868
H: -17.393 -12.691 24.759
H: -13.647 -13.866 28.888
H: -16.811 -14.183 26.874
H: -16.157 -15.406 31.617



--- y ---
Molecular formula: H10O5
Method: DFT, ωB97M-V with the def2-TZVPD basis set

Calculated values
SMILES: O.O.O.O.O

Element x y z (Å)
H: 2.119 -1.727 -0.433
H: 0.379 0.555 0.052
H: -0.797 -0.212 0.664
H: -1.524 2.195 0.634
O: -2.453 -1.812 -1.057
H: 2.723 0.724 0.513
O: -1.888 3.026 0.982
O: 2.248 -2.544 0.086
H: -2.248 -0.868 -0.953
H: -2.940 -2.038 -0.250
H: 2.544 0.988 -0.973
O: 2.259 0.388 -0.264
O: -0.575 0.636 0.255
H: 1.393 -2.996 0.055
H: -1.242 3.682 0.689



--- z ---
Molecular formula: H10O5
Method: DFT, ωB97M-V with the def2-TZVPD basis set

Calculated values
SMILES: O.O.O.O.O

Element x y z (Å)
O: -0.009 -0.242 0.399
H: -0.247 1.174 -3.044
H: -1.063 1.285 1.292
O: -1.654 1.938 1.610
O: -1.981 -2.089 -0.218
H: 0.740 -0.455 0.950
H: -2.531 -1.901 0.578
H: 2.940 -1.151 0.152
H: 3.218 -1.519 1.500
H: -2.142 2.514 0.960
H: 0.798 1.721 -2.439
O: 0.226 1.013 -2.333
O: 2.726 -0.799 1.002
H: 0.362 -0.061 -0.464
H: -1.383 -1.428 0.055



On energetic grounds, y is preferred over the next structure by 3.4 kcal/mol.



--- w ---
Molecular formula: H10O5
Method: DFT, ωB97M-V with the def2-TZVPD basis set

Calculated values
SMILES: O.O.O.O.O

Element x y z (Å)
H: -1.442 -1.620 -1.772
H: -2.152 0.186 2.791
O: -1.180 -0.097 2.675
H: 0.853 -1.304 -1.179
H: -1.421 -0.904 2.185
H: 2.087 -1.455 -2.050
O: -1.427 -1.784 -0.867
O: -0.930 2.368 -0.487
H: 2.254 0.606 -0.297
H: -1.059 2.030 0.446
H: 0.036 2.721 -0.404
H: 2.217 1.472 0.890
O: 1.826 -1.535 -1.141
O: 2.610 1.492 -0.030
H: -2.272 -2.177 -0.760



--- x ---
Molecular formula: H10O5
Method: DFT, ωB97M-V with the def2-TZVPD basis set

Calculated values
SMILES: O.O.O.O.O

Element x y z (Å)
O: -0.126 -0.135 0.034
O: -1.114 -1.691 -3.578
O: -2.859 3.457 -0.188
H: 4.504 -1.781 -0.711
H: -0.683 -1.165 -2.905
O: -0.033 -0.777 4.048
H: -2.759 3.592 -1.130
H: 0.068 -0.412 0.929
H: 0.175 -0.239 4.812
O: 4.166 -1.174 -1.369
H: -0.772 -2.575 -3.448
H: -0.930 -1.075 4.201
H: 3.306 -0.915 -1.038
H: -0.567 0.709 0.133
H: -2.376 4.180 0.211



On energetic grounds, x is preferred over the next structure by 7.7 kcal/mol.



--- w ---
Molecular formula: H10O5
Method: DFT, ωB97M-V with the def2-TZVPD basis set

Calculated values
SMILES: O.O.O.O.O

Element x y z (Å)
O: 6.933 -4.533 -23.250
H: 6.300 -1.705 -21.066
H: 7.194 -4.765 -22.359
H: 9.044 0.539 -25.887
H: 8.693 -0.324 -24.694
O: 7.439 -2.911 -25.880
O: 8.923 0.573 -24.938
O: 8.630 -1.908 -23.570
H: 6.796 -2.202 -25.871
H: 8.166 -1.690 -22.762
H: 9.540 -2.027 -23.300
O: 6.851 -1.148 -21.616
H: 7.351 -0.618 -20.996
H: 8.065 -2.676 -25.196
H: 7.475 -3.775 -23.469



--- x ---
Molecular formula: H10O5
Method: DFT, ωB97M-V with the def2-TZVPD basis set

Calculated values
SMILES: O.O.O.O.O

Element x y z (Å)
O: 8.731 -11.288 -21.452
H: 8.263 -12.073 -21.171
H: 7.967 -10.282 -18.658
O: 8.088 -11.131 -18.297
O: 10.495 -9.651 -20.054
H: 7.342 -8.800 -21.322
H: 6.588 -13.383 -20.183
H: 8.022 -11.666 -19.113
H: 6.493 -9.230 -22.413
H: 10.326 -9.893 -20.969
H: 7.801 -14.074 -19.536
H: 8.088 -10.728 -21.846
H: 10.357 -10.384 -19.453
O: 7.350 -8.972 -22.227
O: 7.565 -13.345 -20.129



--- y ---
Molecular formula: H10O5
Method: DFT, ωB97M-V with the def2-TZVPD basis set

Calculated values
SMILES: O.O.O.O.O

Element x y z (Å)
O: 1.016 -0.076 -0.623
O: -2.841 -1.313 1.185
H: -2.579 -2.257 0.894
O: 5.828 -0.742 0.008
H: 6.486 -0.227 -0.336
H: 0.101 -0.310 -0.410
O: -0.100 2.804 0.576
O: -4.048 -0.199 -1.070
H: -0.270 2.386 -0.266
H: -3.272 -0.576 -1.321
H: -0.193 2.076 1.086
H: -3.945 0.731 -1.404
H: -2.622 -1.090 2.096
H: 5.004 -0.642 -0.466
H: 1.435 -0.565 0.050



--- z ---
Molecular formula: H10O5
Method: DFT, ωB97M-V with the def2-TZVPD basis set

Calculated values
SMILES: O.O.O.O.O

Element x y z (Å)
H: -11.236 -16.295 19.076
H: -7.738 -19.153 15.757
O: -8.480 -21.511 17.587
H: -11.794 -18.827 16.415
H: -13.837 -20.214 15.991
H: -8.831 -21.021 16.832
O: -13.453 -19.344 15.833
H: -10.770 -16.868 17.729
O: -8.615 -19.348 15.398
O: -10.969 -18.436 16.770
H: -7.849 -22.130 17.206
H: -10.251 -18.771 16.201
H: -14.004 -18.946 15.149
H: -8.757 -18.678 14.717
O: -10.738 -16.063 18.287



On energetic grounds, z is preferred over the next structure by 2.4 kcal/mol.